Density functional theory data (ωB97M-V/def2-TZVPD) for C27H62FI2NO20P5 as an isolated structure at a distorted geometry.

- charge = +1
- HOMO (eV) = -11.0
- multiplicity = 1

Last column: Mulliken charge in e.
Positions of all 118 atoms, in Å:
C: 1.5934 -0.1559 -1.5515  -1.48
C: 2.4538 1.0952 -1.4622  0.01
N: 3.6147 1.0356 -2.1253  0.15
C: 4.5034 2.0469 -2.1483  -0.43
C: 4.2751 3.1999 -1.4500  -0.62
C: 5.2390 4.3755 -1.4106  -1.17
C: 5.8005 4.5436 0.0501  0.39
C: 6.0856 3.1929 0.7380  -1.19
F: 4.8286 5.2485 0.7691  -0.32
C: 3.0501 3.2878 -0.7385  0.25
C: 2.0960 2.2554 -0.7401  1.21
C: 0.7630 2.3616 -0.0098  -0.85
I: -0.9206 2.0727 -1.3733  0.34
C: 0.5236 3.7216 0.7015  -0.97
C: 1.5214 4.0023 1.8732  -0.91
I: 0.3496 5.4112 -0.6731  0.18
H: 1.2066 -0.4744 -0.5734  0.30
H: 2.1756 -0.9696 -2.0178  0.36
H: 0.7376 0.0298 -2.2193  0.29
H: 3.8572 0.2007 -2.6488  0.31
H: 5.4153 1.9313 -2.7403  0.64
H: 6.0344 4.3074 -2.1656  0.45
H: 4.6442 5.2866 -1.5975  0.35
H: 6.7508 5.0980 0.0774  0.32
H: 6.7296 3.3257 1.6225  0.40
H: 6.5976 2.4993 0.0512  0.28
H: 5.1420 2.7619 1.1094  0.27
H: 2.8759 4.2200 -0.2000  0.36
H: 0.7439 1.5948 0.7889  0.38
H: -0.4753 3.6544 1.1545  0.79
H: 2.3869 3.3278 1.9008  0.21
H: 1.8730 5.0411 1.7585  0.34
H: 0.9804 3.9972 2.8322  0.33
C: -1.0107 -3.2256 2.6849  -0.54
O: -1.4492 -2.0425 3.3513  -0.47
P: -0.2828 -0.8857 3.7446  1.24
O: 0.5181 -1.0952 2.4762  -0.60
O: 0.2303 -1.8159 4.9900  -0.29
C: -0.6677 -2.0165 6.0954  -0.65
O: 0.7080 0.3991 4.2233  -0.44
C: 2.0375 0.0951 4.6276  -0.63
H: -1.7921 -3.9747 2.8131  0.25
H: -0.8849 -3.0332 1.6209  0.22
H: -0.0825 -3.6010 3.1148  0.29
H: -1.1045 -3.0121 6.0205  0.14
H: -1.4669 -1.2729 6.1081  0.40
H: -0.1004 -1.9421 7.0217  0.26
H: 2.4557 -0.7241 4.0432  0.33
H: 2.0623 -0.1553 5.6879  0.24
H: 2.6372 0.9915 4.4683  0.25
C: -2.5565 1.4975 -5.2825  -0.65
O: -3.1357 0.5063 -4.4459  -0.20
P: -4.3551 -0.4511 -5.0973  1.12
O: -3.8218 -0.5923 -6.4886  -0.63
O: -5.4329 0.7785 -4.9631  -0.37
C: -5.7071 1.2881 -3.6490  -0.62
O: -5.5607 -1.6064 -5.2109  -0.43
C: -6.6788 -1.3124 -6.0421  -0.50
H: -2.0491 2.2176 -4.6371  0.23
H: -1.8152 1.0447 -5.9395  0.26
H: -3.3115 2.0190 -5.8702  0.31
H: -5.1829 2.2345 -3.5141  0.23
H: -5.3914 0.5880 -2.8724  0.39
H: -6.7790 1.4584 -3.5572  0.17
H: -6.3844 -0.7456 -6.9243  0.32
H: -7.4323 -0.7594 -5.4801  0.13
H: -7.1060 -2.2642 -6.3550  0.26
C: -9.6232 -2.0870 0.0188  -0.61
O: -9.3565 -1.6871 -1.3215  -0.46
P: -9.2354 -0.0294 -1.6334  1.37
O: -8.5586 0.2755 -0.3186  -0.67
O: -10.8625 0.1598 -1.5599  -0.33
C: -11.6568 -0.4640 -2.5798  -0.72
O: -8.9835 1.5542 -2.1720  -0.38
C: -9.7339 2.5934 -1.5537  -0.64
H: -9.9947 -3.1119 -0.0189  0.25
H: -8.7064 -2.0712 0.6050  0.24
H: -10.3777 -1.4496 0.4799  0.30
H: -12.1208 -1.3629 -2.1751  0.23
H: -11.0589 -0.7338 -3.4525  0.35
H: -12.4346 0.2332 -2.8870  0.27
H: -9.8844 2.3994 -0.4924  0.32
H: -10.6972 2.7113 -2.0502  0.23
H: -9.1666 3.5161 -1.6719  0.26
C: 9.8488 2.9226 -6.1497  -0.58
O: 10.2221 2.0481 -5.0882  -0.44
P: 9.9358 2.5713 -3.5065  1.25
O: 8.6443 3.2943 -3.8270  -0.62
O: 11.2387 3.5612 -3.6432  -0.31
C: 12.5356 2.9550 -3.7695  -0.72
O: 9.7695 2.9295 -1.8653  -0.44
C: 9.9245 4.3023 -1.5073  -0.59
H: 10.3915 2.5984 -7.0381  0.26
H: 8.7815 2.8423 -6.3468  0.22
H: 10.1153 3.9550 -5.9237  0.31
H: 12.8582 3.0093 -4.8085  0.23
H: 12.5286 1.9106 -3.4527  0.37
H: 13.2372 3.5076 -3.1473  0.26
H: 9.5365 4.9659 -2.2793  0.35
H: 10.9743 4.5236 -1.3194  0.26
H: 9.3668 4.4708 -0.5852  0.20
C: -3.3592 -9.0525 5.2158  -0.61
O: -3.4393 -7.7859 5.8652  -0.44
P: -2.0174 -6.9129 6.0139  1.23
O: -1.3782 -7.2634 4.7057  -0.64
O: -1.5081 -7.8808 7.2372  -0.34
C: -2.3082 -7.9351 8.4268  -0.75
O: -0.9567 -5.6852 6.4413  -0.29
C: 0.3769 -6.0469 6.7853  -0.62
H: -4.2515 -9.6135 5.4947  0.25
H: -3.3548 -8.9210 4.1354  0.25
H: -2.4751 -9.6050 5.5329  0.31
H: -2.8799 -8.8626 8.4341  0.24
H: -2.9977 -7.0913 8.4918  0.37
H: -1.6452 -7.9164 9.2904  0.27
H: 0.7331 -6.8824 6.1841  0.32
H: 0.4374 -6.2996 7.8439  0.25
H: 1.0065 -5.1769 6.5982  0.23

---

Density functional theory data (ωB97M-V/def2-TZVPD) for an isolated molecule of C21H28N2O4 at a distorted geometry.

- HOMO (eV) = -8.1
- energy relative to the best compared isomer or geometry (same formula, charge and spin) (kJ/mol) = 2076.0
- multiplicity = 1

Last column: natural (NBO) charge in e.
Positions of all 55 atoms, in Å:
C: -4.9822 -1.3730 -1.8337  -0.65
C: -5.0901 -1.4134 -0.4106  -0.07
O: -3.8798 -1.1912 0.2907  -0.45
C: -3.3328 -0.1071 0.3480  0.19
C: -3.9179 0.9526 -0.1923  -0.30
C: -3.3195 2.2418 0.1422  -0.18
C: -2.0961 2.2378 0.8353  -0.04
C: -1.1116 3.7453 0.6954  -0.39
C: -0.4498 3.9031 -0.3358  -0.28
N: 0.5453 2.7966 -0.6163  -0.60
C: 1.7771 2.7578 -0.0850  0.60
O: 2.4170 3.9027 -0.1622  -0.69
C: 2.6274 1.4426 -0.2496  0.03
N: 3.8420 1.3974 0.3650  -0.46
C: 4.2649 0.1723 0.4270  0.16
C: 5.6652 -0.0251 0.7718  -0.63
C: 3.4323 -0.5070 -0.2538  -0.33
C: 3.5299 -1.9123 -0.3608  0.61
C: 4.8682 -2.7105 -0.1130  -0.64
O: 2.5358 -2.8107 -0.7404  -0.63
C: 2.2611 -0.0730 -0.5773  0.09
C: 0.8804 -0.3329 -0.9946  -0.70
C: -1.4673 1.1868 0.9607  -0.25
C: -2.1476 -0.0311 0.8360  0.23
O: -1.3379 -1.1712 1.3607  -0.47
C: -1.7209 -2.2441 0.9432  -0.04
C: -0.5589 -3.2105 1.1557  -0.66
H: -5.7957 -1.4619 -2.5222  0.24
H: -4.5453 -0.5046 -2.1344  0.22
H: -4.2317 -2.2337 -2.0955  0.20
H: -5.6059 -2.3328 -0.1555  0.21
H: -5.9426 -0.5966 -0.1479  0.16
H: -5.0637 1.2138 -0.4180  0.25
H: -3.7037 3.3326 -0.3562  0.22
H: -1.9118 4.5454 0.9508  0.23
H: -0.6185 3.6124 1.5489  0.21
H: -0.8797 3.7970 -1.3373  0.22
H: 0.4274 4.5491 -0.3505  0.28
H: 0.2579 1.7209 -0.7783  0.42
H: 4.2331 2.4092 0.5693  0.47
H: 6.0828 0.9718 1.3549  0.23
H: 6.3894 -0.4434 0.1178  0.24
H: 5.6408 -0.8242 1.6825  0.22
H: 4.7825 -3.7115 -0.7191  0.25
H: 5.1383 -2.6148 0.7327  0.18
H: 5.6342 -2.2451 -0.8476  0.20
H: 0.1088 -0.5210 -0.4821  0.23
H: 0.6652 0.0992 -2.0298  0.25
H: 1.0976 -1.3436 -1.6902  0.28
H: -0.5086 1.0927 1.6297  0.24
H: -1.9124 -2.4777 -0.0307  0.16
H: -2.5224 -2.9850 1.4814  0.12
H: 0.4425 -3.1624 0.5883  0.23
H: -0.6454 -4.2532 1.0397  0.21
H: -0.2477 -3.2562 2.1926  0.20

---

Density functional theory data (ωB97M-V/def2-TZVPD) for C27H21N6O4SeV as an isolated structure at a distorted geometry.

- charge = -2
- HOMO (spin up / spin down) (eV) = -0.4 / -0.8
- <S²> = 2.049
- energy relative to the best compared isomer or geometry (same formula, charge and spin) (kJ/mol) = 0.0
- multiplicity = 3

Last column: Löwdin spin population.
Positions of all 60 atoms, in Å:
V: -0.8773 -0.3773 -0.1253  1.86
C: 4.6993 -2.2645 -3.8860  0.00
C: 3.7500 -1.6155 -2.9175  0.00
C: 4.1532 -1.3348 -1.6162  0.00
C: 3.2582 -0.8330 -0.7049  0.00
C: 1.9122 -0.5457 -1.0254  0.00
N: 1.0508 -0.1564 -0.0546  0.00
C: 1.5457 0.4693 1.0487  0.00
C: 2.5140 1.4880 0.9463  0.00
C: 3.0942 2.0658 2.0512  0.00
C: 2.7299 1.6666 3.3360  0.00
C: 3.3688 2.2430 4.5698  0.00
C: 1.7333 0.7130 3.4622  0.00
C: 1.1401 0.1166 2.3568  0.00
N: 0.1113 -0.8124 2.5798  0.01
C: 0.0065 -1.6579 3.6320  0.01
C: -1.2731 -2.1612 3.6209  0.01
C: -1.8885 -1.5545 2.5234  0.01
N: -1.0339 -0.7577 1.9017  0.01
C: 1.5256 -0.7653 -2.3757  0.00
C: 2.4426 -1.3215 -3.2678  0.00
N: 0.2563 -0.4000 -2.8485  0.01
C: -0.0942 -0.2414 -4.1523  0.02
C: -1.4124 0.1465 -4.1816  0.00
C: -1.7956 0.2144 -2.8426  0.02
N: -0.7770 -0.1099 -2.0577  0.01
H: 5.7332 -2.0200 -3.6394  0.00
H: 4.4964 -1.9574 -4.9113  0.00
H: 4.5955 -3.3500 -3.8350  0.00
H: 5.1687 -1.5429 -1.3019  0.00
H: 3.5731 -0.6928 0.3210  0.00
H: 2.8116 1.8042 -0.0432  0.00
H: 3.8381 2.8435 1.9265  0.00
H: 4.3472 2.6634 4.3402  0.00
H: 3.4936 1.4644 5.3245  0.00
H: 2.7427 3.0316 4.9952  0.00
H: 1.3944 0.4304 4.4505  0.00
H: 0.8480 -1.8899 4.2556  0.00
H: -1.6920 -2.8732 4.3026  0.00
H: -2.8933 -1.6982 2.1675  0.00
H: 2.1248 -1.5650 -4.2695  0.00
H: 0.5879 -0.3955 -4.9642  0.00
H: -2.0212 0.3526 -5.0401  0.00
H: -2.7617 0.4812 -2.4543  0.00
O: -7.8379 0.6126 -0.0833  0.00
C: -6.9736 1.4985 -0.1167  0.00
O: -7.1001 2.7279 -0.1502  0.00
C: -5.4875 0.9892 -0.1135  0.02
C: -5.1748 -0.3669 -0.1887  0.00
C: -3.8523 -0.7755 -0.1822  0.01
N: -2.8413 0.0857 -0.0876  0.00
C: -3.1321 1.3895 -0.0119  0.01
C: -4.4264 1.8829 -0.0333  0.00
C: -1.8992 2.2552 0.0888  0.01
O: -1.9833 3.4807 0.1362  0.02
O: -0.8335 1.5746 0.1203  0.01
H: -5.9807 -1.0846 -0.2508  0.00
H: -3.5745 -1.8220 -0.2700  0.00
H: -4.6065 2.9480 0.0170  0.00
Se: -0.8225 -2.6990 -0.4725  -0.07

---

Density functional theory data (ωB97M-V/def2-TZVPD) for a 8-piece molecular cluster, C19H38Cl14NO2 overall at a distorted geometry.

- charge = -1
- HOMO (eV) = -1.8
- multiplicity = 1

Last column: Mulliken charge in e.
Positions of all 74 atoms, in Å:
C: -3.6366 1.4642 2.1532  -0.50
C: -4.5475 2.7436 2.7287  -0.22
N: -5.2070 3.5481 1.6292  -0.70
C: -6.6537 3.8723 1.9442  0.22
O: -7.6281 3.1658 1.0789  -0.29
C: -7.5466 1.7451 1.4522  0.46
C: -8.3030 1.0428 2.7430  -0.75
O: -6.8027 0.9297 0.6739  -0.49
H: -3.1265 0.8734 3.0399  0.21
H: -4.3079 0.7036 1.5667  0.11
H: -2.8215 1.8486 1.3734  0.09
H: -3.7551 3.4339 3.2941  0.20
H: -5.2816 2.3230 3.5421  0.07
H: -6.9627 3.7082 3.0625  0.14
H: -6.8106 5.0329 1.7124  -0.21
H: -7.4946 0.7302 3.5629  0.21
H: -9.1676 1.7039 3.1812  0.23
H: -8.7899 0.0414 2.3282  0.28
Cl: -1.2150 -2.6478 -0.2764  -0.17
C: -1.4057 -0.9917 -0.9021  -0.48
C: -0.5020 0.0008 -0.1876  -0.38
Cl: -0.9929 0.2597 1.5052  -0.15
H: -2.4604 -0.7134 -0.8122  0.37
H: -1.1527 -1.0245 -1.9661  0.28
H: -0.5533 0.9741 -0.6836  0.30
H: 0.5413 -0.3295 -0.1912  0.23
Cl: 3.6906 -4.9163 1.1688  -0.22
C: 2.1905 -5.2852 0.2833  -0.31
C: 2.3244 -5.0248 -1.2088  -0.40
Cl: 2.4731 -3.2883 -1.5779  -0.14
H: 1.3811 -4.6948 0.7243  0.26
H: 1.9726 -6.3432 0.4571  0.18
H: 1.4324 -5.3831 -1.7303  0.27
H: 3.1949 -5.5366 -1.6305  0.37
Cl: 6.6792 0.2257 -2.2597  -0.17
C: 6.6763 -0.8069 -0.8091  -0.54
C: 5.2884 -1.3346 -0.4814  -0.38
Cl: 4.1896 -0.0434 0.0655  -0.18
H: 7.0939 -0.2286 0.0211  0.40
H: 7.3520 -1.6427 -1.0144  0.36
H: 5.3499 -2.0624 0.3325  0.27
H: 4.8301 -1.8263 -1.3450  0.22
Cl: 3.2411 1.1960 -5.2944  -0.19
C: 4.9864 1.5376 -5.3809  0.09
C: 5.2879 3.0238 -5.2694  -0.39
Cl: 4.7318 3.9320 -6.6975  -0.20
H: 5.3693 1.1179 -6.3165  0.32
H: 5.4554 1.0006 -4.5509  -0.18
H: 6.3679 3.1797 -5.1970  0.24
H: 4.8195 3.4645 -4.3840  0.34
Cl: -8.9454 5.8336 4.0608  -0.14
C: -9.0449 7.6046 3.9053  -0.49
C: -9.2314 8.0458 2.4622  -0.46
Cl: -7.7831 7.7371 1.4718  -0.17
H: -8.1401 8.0361 4.3448  0.30
H: -9.9010 7.9272 4.5054  0.30
H: -9.4165 9.1229 2.4236  0.31
H: -10.0784 7.5369 1.9916  0.30
Cl: -0.0841 -7.1730 0.6099  -0.16
C: -0.3135 -8.7618 1.3802  -0.49
C: -0.5937 -8.6438 2.8701  -0.39
Cl: 0.8275 -8.0706 3.7786  -0.18
H: 0.5776 -9.3667 1.1845  0.32
H: -1.1627 -9.2365 0.8795  0.30
H: -0.8549 -9.6242 3.2781  0.29
H: -1.4231 -7.9586 3.0709  0.32
Cl: 9.3884 -0.6983 -4.7645  -0.17
C: 10.5253 0.5327 -4.1624  -0.44
C: 11.1311 0.1494 -2.8215  -0.48
Cl: 9.9292 0.1802 -1.5068  -0.14
H: 9.9939 1.4880 -4.1062  0.29
H: 11.3156 0.6276 -4.9130  0.34
H: 11.9144 0.8626 -2.5499  0.31
H: 11.5753 -0.8503 -2.8512  0.31

---

Q: Look up the multiplicity of the fourth one.
A: 1

---

Q: Look up the multiplicity of the third one.
A: 3